Record 1
Density functional theory data (ωB97M-V/def2-TZVPD) for a single C2H5NS molecule in a non-equilibrium geometry.

Structure (XYZ):
```
9
Properties=species:S:1:pos:R:3:forces:R:3
C 0.30089 -0.41070 0.11152 -3.402 -0.528 2.466
C -0.36478 0.97345 0.15665 -1.479 -2.632 -1.783
S -2.06584 0.20318 -0.04807 0.962 -0.459 -0.439
N -1.03000 -1.23006 0.16127 2.036 0.339 0.036
H 0.84503 -0.54257 -0.72470 1.508 -0.590 -3.242
H 0.92864 -0.77518 0.91595 0.041 0.631 0.556
H -0.40017 1.31777 1.10035 0.444 2.069 2.887
H -0.22326 1.61769 -0.67009 0.741 0.891 -0.297
H -0.95621 -1.88912 -0.61066 -0.852 0.280 -0.185
```
Positions in Å, forces in eV/Å.

## Properties
Maximum force   4.24 eV/A
HOMO-LUMO gap   8.590 eV
ΔE to the lowest compared entry with this formula, charge and spin   2.065 eV
Spin multiplicity   1
HOMO energy   -8.0 eV


Record 2
Density functional theory data (ωB97M-V/def2-TZVPD) for 38 unconnected molecules or ions with the total composition F6H74O37P in a non-equilibrium geometry.

Structure (XYZ):
```
118
Properties=species:S:1:pos:R:3:forces:R:3
P 10.90804 -15.36927 -16.15664 1.701 1.328 -1.170
F 10.06262 -14.36869 -17.09920 -1.827 -0.243 -0.474
F 11.76542 -14.02997 -15.79438 0.377 -0.833 0.835
F 9.89228 -15.06426 -14.97986 -0.500 -0.027 0.236
F 11.79175 -16.27111 -15.14396 -0.139 -0.162 -0.806
F 10.10736 -16.69082 -16.65047 -0.646 0.056 0.570
F 11.84603 -15.57673 -17.46748 0.739 -0.595 0.653
O 10.03441 -17.11210 -19.51275 0.397 0.611 0.003
H 9.18745 -17.55445 -19.56954 -0.283 -0.524 -0.435
H 10.11317 -16.86179 -18.59222 0.125 0.205 0.445
O 8.35124 -15.99540 -13.09570 -0.805 1.273 0.435
H 8.66022 -16.90112 -13.11653 0.145 -0.672 0.196
H 8.98281 -15.51403 -13.63015 0.086 0.033 -0.066
O 14.39301 -13.36045 -17.08397 0.513 -0.588 -0.333
H 14.30474 -12.54357 -16.59291 0.106 0.564 0.136
H 13.53296 -13.49538 -17.48189 -0.167 -0.027 -0.153
O 5.03928 -12.52845 -17.96485 -0.838 0.424 -0.253
H 5.74536 -13.17266 -17.91306 0.476 -0.320 0.228
H 5.48787 -11.68489 -18.02327 0.054 0.159 0.061
O 15.90826 -14.80662 -15.29171 0.916 -0.390 -0.149
H 15.55339 -14.14590 -15.88647 -0.509 0.541 -0.180
H 15.26208 -14.86809 -14.58822 -0.332 0.019 0.541
O 14.97514 -17.06879 -16.55520 -1.304 -0.848 -0.880
H 15.17386 -16.15151 -16.36723 0.320 0.649 0.478
H 15.39758 -17.55574 -15.84764 0.873 0.093 0.147
O 12.54345 -17.71725 -20.34883 0.700 -0.372 -0.363
H 12.33378 -17.58319 -21.27312 -0.042 0.028 -0.206
H 11.74456 -17.46991 -19.88320 -0.749 0.092 0.213
O 12.82127 -12.57965 -12.76807 0.548 0.676 -0.614
H 12.10887 -12.75418 -12.15303 -0.559 -0.242 0.556
H 13.26550 -13.42186 -12.86600 0.194 -0.371 -0.376
O 6.66819 -17.61661 -11.32586 0.233 -0.367 0.828
H 6.75070 -16.68081 -11.50946 0.023 0.186 -0.215
H 6.65566 -18.03032 -12.18894 -0.386 0.147 -0.444
O 9.35443 -18.39392 -13.07575 0.245 0.049 0.347
H 9.42903 -18.79749 -13.94050 0.034 -0.468 -0.375
H 9.06042 -19.10336 -12.50437 -0.127 -0.095 0.342
O 13.66434 -10.07133 -12.00449 0.281 0.721 0.220
H 13.61598 -10.94304 -12.39696 -0.339 -0.904 -0.020
H 14.05357 -9.52278 -12.68554 0.009 0.301 -0.014
O 13.72222 -15.16995 -13.63139 0.500 0.256 0.324
H 13.27526 -15.64994 -14.32858 -0.263 -0.051 -0.272
H 13.30301 -15.47159 -12.82547 -0.092 -0.266 0.427
O 7.16292 -14.17235 -17.68889 -0.366 -0.689 0.117
H 7.76094 -14.08616 -16.94647 0.231 0.161 0.392
H 7.72899 -14.12767 -18.45946 0.699 0.096 -0.677
O 11.99880 -16.09988 -10.96048 -0.045 0.844 0.334
H 11.32267 -16.41636 -10.36136 0.009 0.006 0.146
H 12.12846 -16.81980 -11.57785 0.280 -0.810 -0.196
O 9.27180 -11.26326 -18.69504 -0.048 -0.208 0.162
H 8.99744 -10.34753 -18.64613 0.023 0.365 0.124
H 9.22792 -11.47750 -19.62692 0.051 -0.067 -0.199
O 13.58400 -10.45701 -19.28007 0.040 0.876 0.159
H 13.23702 -10.86660 -18.48757 -0.029 -0.227 0.168
H 13.57311 -11.15472 -19.93529 0.089 -0.615 -0.361
O 10.17347 -19.74973 -15.23824 -0.051 -0.044 -0.021
H 10.83381 -19.09099 -15.45331 0.538 0.355 -0.106
H 10.31092 -20.44595 -15.88058 -0.200 -0.193 -0.223
O 13.51479 -12.93560 -20.81402 -0.855 0.938 -0.132
H 14.14508 -13.54308 -21.20123 0.636 -0.616 -0.117
H 13.23428 -13.36398 -20.00530 -0.163 -0.004 0.339
O 5.53086 -17.85607 -14.00110 -0.379 0.197 0.466
H 6.23927 -18.25121 -14.50927 0.662 -0.101 -0.745
H 4.79425 -18.45792 -14.10793 -0.216 -0.111 0.063
O 11.82430 -8.92472 -15.50293 0.148 0.707 0.169
H 11.33614 -9.65342 -15.88624 -0.249 -0.589 -0.027
H 12.72662 -9.24020 -15.45301 0.134 -0.099 -0.115
O 10.70386 -13.22256 -11.10017 0.686 0.862 -0.348
H 10.11111 -13.91876 -10.81702 -0.413 -0.637 0.284
H 10.12903 -12.55660 -11.47740 -0.219 0.288 0.023
O 7.48177 -18.64216 -15.90178 -0.002 -0.686 0.723
H 7.34085 -18.01811 -16.61377 -0.287 0.571 -0.498
H 8.41953 -18.58831 -15.71754 0.283 -0.186 -0.033
O 11.88998 -12.65378 -18.27840 0.585 -0.245 -0.610
H 11.17148 -12.03091 -18.38805 -0.216 0.343 -0.022
H 11.48160 -13.42415 -17.88344 -0.236 -0.081 0.080
O 15.29200 -14.88286 -21.20219 0.177 0.795 -1.304
H 16.10972 -14.54001 -20.84162 0.189 -0.064 0.245
H 15.04755 -15.59343 -20.60926 0.109 -0.682 0.918
O 9.03989 -14.25093 -19.97052 -0.486 0.308 0.070
H 9.11196 -13.48736 -20.54323 0.008 0.084 -0.202
H 9.82214 -14.76859 -20.16118 0.297 -0.514 0.144
O 6.62241 -13.05245 -13.84748 0.021 0.336 -0.131
H 5.92551 -13.67848 -13.65093 -0.167 -0.228 0.007
H 7.42873 -13.50588 -13.60154 0.190 -0.203 0.073
O 12.37139 -18.16373 -12.62533 0.144 1.033 0.024
H 11.46895 -18.09905 -12.93782 -0.498 -0.079 -0.152
H 12.59936 -19.08633 -12.73956 0.082 -0.699 -0.012
O 8.76434 -14.96300 -10.41403 -0.048 0.348 0.764
H 9.14533 -15.81376 -10.19657 -0.092 -0.286 -0.022
H 8.42552 -15.07185 -11.30262 -0.105 -0.446 -0.781
O 14.98346 -16.89983 -19.51558 0.573 0.039 -0.275
H 14.88198 -17.00068 -18.56913 0.209 0.054 0.708
H 14.15231 -17.20434 -19.87986 -0.732 -0.406 -0.124
O 14.46355 -11.38098 -15.30629 0.036 0.324 -0.007
H 13.69230 -11.61022 -14.78778 -0.497 -0.326 0.484
H 14.79822 -10.58232 -14.89841 0.268 0.130 -0.026
O 7.83373 -18.69052 -19.84262 0.027 -0.379 -0.286
H 7.25762 -19.34619 -20.23560 0.081 -0.178 -0.224
H 7.27804 -18.22777 -19.21548 -0.347 0.497 0.543
O 10.59003 -11.43059 -16.02660 -0.277 0.458 0.184
H 10.80024 -12.18578 -15.47729 0.281 -0.242 0.211
H 9.93304 -11.75666 -16.64164 -0.201 -0.055 -0.251
O 12.63292 -20.70773 -13.26856 -0.163 -0.896 0.504
H 11.96691 -21.39372 -13.31405 -0.250 -0.095 0.269
H 12.96140 -20.63238 -14.16447 0.378 0.569 -0.402
O 16.57624 -18.12811 -14.64534 0.062 -0.377 0.152
H 17.40652 -17.89866 -14.22796 0.226 0.288 -0.078
H 16.02916 -18.45159 -13.92959 -0.262 -0.170 0.237
O 17.13121 -14.60799 -18.23697 0.413 -0.237 -0.316
H 17.29687 -13.71904 -18.55089 -0.055 0.267 0.025
H 16.44958 -14.50489 -17.57292 -0.277 0.051 0.061
O 6.72879 -17.00788 -17.87990 -0.142 -0.785 -0.347
H 5.77269 -17.00393 -17.83425 -0.340 0.038 0.110
H 6.97444 -16.08332 -17.84708 0.231 1.090 0.083
O 13.79280 -19.48784 -15.28002 -0.156 -0.601 0.041
H 13.76077 -18.59109 -15.61327 -0.019 0.808 -0.262
H 13.86084 -20.03290 -16.06394 0.305 -0.013 -0.395
```
Positions in Å, forces in eV/Å.

## Properties
Maximum force   2.45 eV/A
HOMO-LUMO gap   9.240 eV
ΔE to the lowest compared entry with this formula, charge and spin   2.010 eV
Spin multiplicity   1
HOMO energy   -8.1 eV
Net charge   -1


Record 3
Density functional theory data (ωB97M-V/def2-TZVPD) for a molecular structure, C43H33BCaCl2N5O4P in a non-equilibrium geometry.

Structure (XYZ):
```
90
Properties=species:S:1:pos:R:3:forces:R:3
Ca -0.09964 0.80654 1.14249 0.710 0.336 0.052
O -0.23464 2.25226 -0.63270 0.003 0.346 0.189
C -0.98614 3.28385 -0.50408 -0.124 -0.264 -0.159
C -0.52077 4.58106 -0.86305 -0.011 0.068 0.001
C -1.30512 5.70418 -0.73676 0.072 -0.027 -0.019
C -2.61817 5.62057 -0.26309 -0.071 -0.003 0.023
C -3.10876 4.37546 0.07996 0.019 -0.011 0.003
C -2.34177 3.21090 -0.02188 -0.014 0.060 0.001
C -2.97836 1.95230 0.34065 -0.080 -0.060 -0.109
N -2.35950 0.83582 0.36741 0.006 0.212 0.130
N -3.06445 -0.29955 0.71729 0.096 -0.248 -0.088
C -2.22767 -1.31134 0.80493 -1.036 -0.154 0.640
O -0.97061 -1.30201 0.56301 -0.150 0.014 0.897
C -2.83348 -2.61196 1.24146 0.103 -0.040 -0.094
C -2.08475 -3.77739 1.10551 0.003 0.049 -0.030
C -2.60587 -4.99954 1.50520 -0.003 -0.020 0.007
C -3.87985 -5.06663 2.05227 0.020 -0.006 -0.005
C -4.62755 -3.90448 2.19649 -0.004 0.034 -0.004
C -4.10906 -2.68371 1.79302 -0.014 0.011 0.025
H 0.49959 4.64804 -1.22334 -0.002 -0.004 -0.001
H -0.89162 6.67151 -1.00563 -0.003 0.001 0.000
H -3.23118 6.50728 -0.15985 0.000 -0.002 -0.001
H -4.12624 4.28016 0.44947 -0.005 0.009 0.000
H -4.04298 1.98182 0.59700 -0.008 -0.034 -0.043
H -1.09139 -3.69831 0.68085 0.016 -0.020 0.014
H -2.01071 -5.89954 1.40016 -0.004 0.005 -0.002
H -4.28363 -6.01783 2.38026 0.003 0.002 -0.004
H -5.61417 -3.94745 2.64304 0.005 -0.001 -0.001
H -4.66855 -1.76662 1.91340 -0.005 -0.004 0.002
O -0.71267 -0.94083 -1.78826 0.712 0.015 -1.790
N 0.58632 -1.26634 -1.54340 -0.412 0.228 -0.188
C 1.21287 -1.58040 -2.60365 0.036 0.001 -0.171
C 2.61096 -2.02905 -2.55639 -0.111 0.102 0.039
C 3.40655 -1.79197 -3.68047 0.001 -0.009 -0.020
C 4.73459 -2.17368 -3.71250 -0.015 -0.009 -0.001
C 5.28778 -2.81399 -2.61074 0.015 0.004 0.006
C 4.50068 -3.07383 -1.50113 -0.047 -0.039 0.000
C 3.15601 -2.69799 -1.44799 0.016 -0.023 0.052
P 2.06609 -3.11621 -0.01622 -0.009 -0.195 0.065
C 2.58067 -1.87600 1.22707 -0.100 0.053 -0.093
C 1.69122 -1.65688 2.28139 -0.022 0.079 0.032
C 2.01021 -0.76402 3.29820 0.025 0.011 0.004
C 3.21767 -0.07728 3.26354 -0.029 0.001 -0.002
C 4.10226 -0.28493 2.21673 0.009 -0.037 -0.006
C 3.78423 -1.17660 1.20106 0.064 -0.079 0.089
C 2.95627 -4.60424 0.62209 0.191 0.102 0.003
C 2.86007 -5.77649 -0.13075 0.004 -0.012 -0.004
C 3.45462 -6.95261 0.29549 -0.022 -0.002 -0.023
C 4.14097 -6.98704 1.50336 0.004 -0.006 0.016
C 4.22638 -5.83634 2.27145 -0.006 -0.002 0.007
C 3.64356 -4.65281 1.83278 -0.007 -0.029 -0.015
H -1.09954 -0.79820 -0.90427 0.338 -0.102 0.554
H 0.70884 -1.52941 -3.56934 0.026 0.014 0.003
H 2.96354 -1.28958 -4.53310 0.005 0.007 0.008
H 5.33590 -1.97324 -4.59092 0.007 0.006 0.004
H 6.32878 -3.11357 -2.61577 -0.001 -0.004 -0.003
H 4.93435 -3.58860 -0.65290 0.011 -0.030 0.010
H 0.72892 -2.15806 2.28660 0.005 -0.001 0.033
H 1.29513 -0.58090 4.08741 0.006 0.002 0.016
H 3.44338 0.64978 4.03380 0.007 -0.001 0.002
H 5.02528 0.28096 2.16202 0.002 0.000 0.009
H 4.47566 -1.30779 0.37841 -0.004 -0.005 -0.007
H 2.30820 -5.76163 -1.06518 0.000 0.004 -0.003
H 3.37045 -7.84823 -0.30865 0.006 -0.004 0.003
H 4.59538 -7.90867 1.84626 0.004 0.001 0.001
H 4.74855 -5.85285 3.22047 0.007 -0.009 0.001
H 3.72144 -3.76031 2.44077 0.007 0.001 0.001
Cl 1.35640 4.68371 4.41724 -0.015 0.001 0.022
C 2.35386 4.18852 3.08047 0.023 -0.030 -0.027
C 3.53300 4.89174 2.83261 0.011 0.001 -0.013
C 4.35658 4.55485 1.79311 -0.028 -0.014 0.019
Cl 5.82630 5.47619 1.52637 0.025 0.018 -0.004
C 4.03220 3.47692 0.93761 -0.013 0.008 0.003
C 4.80592 3.06330 -0.16840 -0.007 -0.017 0.002
C 4.37919 2.01392 -0.93353 0.003 -0.005 -0.004
C 3.18506 1.35815 -0.58521 -0.040 0.014 0.000
N 2.45571 1.70664 0.44404 -0.100 -0.174 -0.095
C 2.84056 2.75693 1.19904 -0.013 0.040 0.022
C 1.93216 3.09863 2.29614 0.087 -0.127 -0.137
O 0.88432 2.42718 2.47572 -0.097 0.136 0.238
H 3.79181 5.72009 3.47903 0.002 0.004 -0.004
H 5.72338 3.58905 -0.39916 -0.001 -0.001 -0.004
H 4.94348 1.67711 -1.79422 0.003 0.003 0.001
H 2.82920 0.51708 -1.16988 -0.022 -0.036 -0.030
B -1.81880 -1.29795 5.53053 0.056 0.035 0.025
C -1.39314 -0.43018 4.27036 -0.109 0.029 -0.033
N -1.07804 0.19217 3.34865 0.009 -0.146 -0.061
H -3.03253 -1.37759 5.54094 -0.006 -0.006 0.013
H -1.40285 -0.73308 6.52793 -0.015 -0.017 0.011
H -1.31009 -2.39889 5.41032 0.006 -0.005 -0.003
```
Positions in Å, forces in eV/Å.

## Properties
Maximum force   1.93 eV/A
HOMO-LUMO gap   6.019 eV
ΔE to the lowest compared entry with this formula, charge and spin   1.100 eV
Spin multiplicity   1
HOMO energy   -2.2 eV
Net charge   -2


Record 4
Density functional theory data (ωB97M-V/def2-TZVPD) for 6 unconnected molecules or ions with the total composition C5H22N2O6.

Structure (XYZ):
```
35
Properties=species:S:1:pos:R:3:forces:R:3
C -2.33207 1.28982 -0.82982 0.228 0.006 -0.090
C -1.37360 0.12775 -0.55899 -0.160 0.190 0.326
C -2.23480 -1.05170 -0.15146 -0.258 -0.019 -0.226
O -2.57376 -1.26644 0.98818 -0.020 -0.057 0.180
N -0.36732 0.53535 0.41863 -0.203 -0.181 0.289
C 0.44341 -0.57318 0.94185 0.197 0.165 0.298
C 1.55099 -0.03601 1.84392 0.061 0.383 0.102
N 1.08097 0.78707 2.96088 0.469 -0.017 -0.223
H -1.75186 2.14952 -1.15679 0.035 0.129 0.007
H -3.01761 1.04158 -1.63537 -0.191 -0.037 0.012
H -2.89012 1.56236 0.06914 0.003 -0.077 -0.058
H -0.87091 -0.13230 -1.48162 0.071 -0.098 -0.204
H -2.60210 -1.68805 -0.97201 -0.008 0.154 0.093
H -0.81588 1.00798 1.20235 0.060 -0.052 -0.090
H 0.87089 -1.09918 0.09054 0.078 -0.162 -0.099
H -0.13952 -1.29119 1.52832 -0.142 0.026 -0.165
H 2.24522 0.57386 1.25865 0.033 -0.100 -0.004
H 2.11695 -0.87606 2.25043 0.012 -0.110 -0.111
H 0.17375 0.48881 3.27184 -0.399 -0.038 0.181
H 1.02381 1.76506 2.71093 -0.071 -0.064 -0.031
O 3.94053 0.03042 -1.70410 -0.640 0.325 0.132
H 3.20970 0.63387 -1.43171 0.586 -0.354 -0.112
H 4.31053 -0.31651 -0.88650 -0.033 0.047 -0.017
O 1.51153 1.55338 -1.23973 -0.050 0.659 -0.255
H 0.85813 1.34030 -0.52164 -0.233 -0.118 0.135
H 1.30593 2.47004 -1.49355 0.263 -0.512 0.030
O 1.19804 -0.75253 -2.90676 -0.117 0.240 0.222
H 2.12963 -0.99016 -2.84291 0.215 -0.050 -0.001
H 1.16089 0.08118 -2.39550 0.059 -0.111 -0.249
O -2.01875 0.45040 3.08159 0.029 0.024 -0.158
H -2.30702 -0.20601 2.41542 0.043 0.020 0.165
H -2.43182 0.20285 3.91060 -0.097 -0.039 0.062
O -0.74370 -2.51052 -1.96879 0.554 -0.023 -0.385
H -0.01013 -1.95430 -2.32819 -0.294 -0.207 0.127
H -0.64991 -3.34745 -2.43784 -0.081 0.058 0.116
```
Positions in Å, forces in eV/Å.

## Properties
Maximum force   0.73 eV/A
HOMO-LUMO gap   9.560 eV
ΔE to the lowest compared entry with this formula, charge and spin   1.386 eV
Spin multiplicity   1
HOMO energy   -9.1 eV